[1]
{
  "formula": "C26H27N6O5P",
  "method": "ωB97M-V with the def2-TZVPD basis set",
  "elements": ["C", "C", "C", "C", "C", "C", "N", "P", "H", "N", "C", "C", "C", "C", "C", "C", "C", "C", "C", "C", "C", "C", "C", "C", "H", "H", "H", "H", "H", "H", "H", "H", "H", "H", "H", "H", "H", "H", "H", "H", "H", "H", "H", "H", "H", "H", "H", "H", "O", "N", "O", "C", "C", "C", "N", "O", "O", "C", "C", "N", "O", "N", "C", "H", "H"],
  "coordinates": [[-6.7799, 2.2958, -1.0359], [-5.4776, 1.6206, -0.8003], [-4.8119, 0.9696, -1.8511], [-3.5697, 0.3529, -1.6727], [-2.9551, -0.3696, -2.8455], [-2.9812, 0.4003, -0.4070], [-1.7106, -0.2624, -0.2636], [-0.1169, 0.2498, -0.5307], [0.6670, 0.9330, 1.2857], [0.4558, -1.3556, -0.6059], [1.6168, -1.9098, -1.2278], [2.7190, -2.3497, -0.4821], [2.6597, -2.3110, 1.0114], [3.8495, -2.8367, -1.1474], [3.8237, -3.0264, -2.5373], [5.0196, -3.6201, -3.1922], [2.6488, -2.7098, -3.2399], [1.5474, -2.1384, -2.5940], [0.2817, -1.8689, -3.3639], [-0.5438, -2.2650, -0.2052], [-1.7572, -1.6562, -0.0178], [-3.7023, 0.8802, 0.6960], [-3.2002, 0.6462, 2.0842], [-4.9255, 1.5416, 0.4797], [-7.1609, 2.7142, -0.1098], [-6.6681, 3.0780, -1.7807], [-7.5100, 1.6019, -1.4417], [-5.2565, 0.9260, -2.8427], [-2.3716, -1.2523, -2.5674], [-3.7878, -0.7159, -3.4743], [-2.3036, 0.2745, -3.4615], [3.6494, -2.5358, 1.4474], [2.4236, -1.2911, 1.3403], [1.9152, -3.0091, 1.4449], [4.7360, -3.0992, -0.5462], [4.8136, -3.7403, -4.2466], [5.8796, -2.9656, -3.0587], [5.2569, -4.5933, -2.7632], [2.5833, -2.9178, -4.3140], [0.5089, -2.0276, -4.4315], [-0.5166, -2.5743, -3.0838], [-0.1289, -0.8555, -3.2524], [-0.3425, -3.3379, -0.1542], [-2.7164, -2.1336, 0.1860], [-3.9569, 1.0265, 2.7933], [-3.0403, -0.4275, 2.3063], [-2.2982, 1.2336, 2.3117], [-5.4411, 1.9939, 1.3328], [5.6502, 3.5558, 3.5816], [4.4892, 3.9678, 3.4866], [4.1313, 5.1059, 3.8495], [3.3780, 3.1944, 2.9120], [2.1073, 3.7172, 2.6054], [0.9842, 2.8625, 2.4445], [-0.3070, 3.4131, 2.8901], [-0.3571, 4.6120, 3.1115], [-1.2720, 2.6170, 3.1725], [0.9609, 1.4020, 2.2370], [2.3526, 0.9370, 2.5702], [2.5981, -0.2559, 3.1110], [3.9893, -0.2231, 3.3530], [4.5244, 1.0427, 3.2592], [3.5007, 1.8033, 2.7542], [2.0407, 4.7943, 2.7723], [0.2053, 0.8721, 2.7188]],
  "nbo_charge": [-0.63, 0.03, -0.22, -0.01, -0.65, 0.12, -0.68, 1.24, 0.14, -0.67, 0.12, 0.01, -0.65, -0.21, 0.03, -0.63, -0.23, -0.01, -0.64, -0.05, -0.04, 0.02, -0.67, -0.21, 0.22, 0.23, 0.23, 0.21, 0.21, 0.23, 0.23, 0.24, 0.24, 0.22, 0.22, 0.22, 0.23, 0.23, 0.21, 0.23, 0.22, 0.22, 0.25, 0.25, 0.23, 0.21, 0.28, 0.22, -0.37, 0.52, -0.43, -0.13, -0.09, -0.09, 0.51, -0.40, -0.51, -0.43, 0.12, -0.11, -0.18, -0.07, 0.12, 0.28, 0.26],
  "total_energy_ev": -55856.5468,
  "gap_ev": 4.99,
  "lumo_ev": -1.97,
  "max_force_ha_per_bohr": 0.07937
}

---

[2]
{
  "formula": "C26H28BF5NO5PV",
  "method": "ωB97M-V with the def2-TZVPD basis set",
  "elements": ["V", "O", "C", "C", "N", "C", "C", "O", "O", "C", "C", "O", "O", "H", "H", "H", "H", "H", "H", "H", "H", "H", "F", "B", "F", "F", "F", "F", "C", "C", "C", "C", "C", "C", "C", "H", "H", "H", "H", "H", "H", "C", "P", "C", "C", "C", "C", "C", "C", "C", "C", "C", "C", "C", "C", "H", "H", "H", "H", "H", "H", "H", "H", "H", "H", "H", "H", "H"],
  "coordinates": [[-0.5466, -0.3605, 0.2685], [-1.6411, -2.1740, -0.0518], [-2.0779, -2.7395, -1.2865], [-0.9018, -2.8949, -2.2290], [-0.2823, -1.6065, -2.4144], [-1.0462, -0.6483, -3.1851], [-1.8947, 0.3775, -2.4023], [-2.5543, 1.1628, -3.0691], [-1.8745, 0.3366, -1.1157], [1.1486, -1.5522, -2.5590], [1.7827, -0.4415, -1.7097], [2.9104, -0.0526, -1.9450], [1.0182, 0.0119, -0.7709], [-1.3034, -2.8681, 0.5411], [-2.8134, -2.0428, -1.6860], [-2.5708, -3.6945, -1.0943], [-1.2592, -3.3514, -3.1688], [-0.1745, -3.5754, -1.7807], [-1.7455, -1.1624, -3.8566], [-0.3805, -0.0715, -3.8308], [1.4862, -1.4177, -3.5940], [1.5787, -2.4882, -2.2000], [-3.6186, -0.2655, 3.4163], [-2.3351, -0.7343, 3.2756], [-1.4111, 0.0075, 4.0128], [-2.2453, -2.0897, 3.5863], [-1.9518, -0.5974, 1.8509], [1.2894, -6.6578, 0.1552], [1.1803, -5.3631, 0.5643], [0.2106, -5.0250, 1.4833], [0.1085, -3.7001, 1.8973], [0.9520, -2.6953, 1.3854], [0.7642, -1.2779, 1.7344], [1.9449, -3.1056, 0.4806], [2.0619, -4.4241, 0.0666], [-0.4444, -5.7904, 1.8799], [-0.6321, -3.4219, 2.6387], [1.6954, -0.7201, 1.6023], [0.3959, -1.1369, 2.7482], [2.6449, -2.3682, 0.1030], [2.8324, -4.7293, -0.6308], [-0.0870, 2.7435, 2.4091], [-0.8254, 2.1171, 0.8617], [-2.5863, 2.5521, 1.0251], [-3.3562, 2.8188, -0.1106], [-4.6967, 3.1360, 0.0262], [-5.2873, 3.1816, 1.2844], [-4.5297, 2.9080, 2.4099], [-3.1817, 2.5993, 2.2786], [-0.2334, 3.3793, -0.3240], [-0.7160, 4.6867, -0.2462], [-0.2401, 5.6644, -1.1037], [0.7274, 5.3483, -2.0498], [1.2159, 4.0549, -2.1286], [0.7379, 3.0715, -1.2701], [-0.3409, 3.7919, 2.5707], [0.9955, 2.6504, 2.3026], [-0.3952, 2.1286, 3.2512], [-2.9216, 2.7556, -1.0988], [-5.2853, 3.3349, -0.8609], [-6.3394, 3.4210, 1.3826], [-4.9805, 2.9165, 3.3937], [-2.6153, 2.3670, 3.1696], [-1.4832, 4.9344, 0.4782], [-0.6289, 6.6732, -1.0383], [1.0953, 6.1122, -2.7240], [1.9728, 3.7983, -2.8590], [1.1286, 2.0670, -1.3235]],
  "lowdin_spin": [1.94, 0.01, 0.00, 0.00, 0.01, 0.00, 0.00, 0.00, 0.03, 0.00, 0.01, 0.01, 0.02, 0.00, 0.00, 0.00, 0.00, 0.00, 0.00, 0.00, 0.00, 0.00, 0.00, 0.00, 0.00, 0.00, 0.01, 0.00, -0.01, 0.00, -0.01, 0.00, -0.02, -0.01, 0.00, 0.00, 0.00, 0.00, 0.00, 0.00, 0.00, 0.00, 0.00, 0.00, 0.00, 0.00, 0.00, 0.00, 0.00, 0.00, 0.00, 0.00, 0.00, 0.00, 0.00, 0.00, 0.00, 0.00, 0.00, 0.00, 0.00, 0.00, 0.00, 0.00, 0.00, 0.00, 0.00, 0.00],
  "total_energy_ev": -88396.3569,
  "gap_ev": [7.91, 7.81],
  "charge": -1,
  "multiplicity": 3,
  "lumo_ev": [2.69, 2.70],
  "max_force_ha_per_bohr": 0.00993
}

---

[3]
{
  "formula": "C26H28BrIN9O3RuS",
  "method": "ωB97M-V with the def2-TZVPD basis set",
  "elements": ["Ru", "N", "C", "C", "C", "C", "C", "C", "S", "N", "C", "C", "C", "C", "C", "C", "N", "H", "H", "H", "H", "H", "H", "H", "H", "H", "Br", "C", "C", "C", "C", "C", "N", "C", "O", "O", "H", "H", "H", "C", "N", "C", "N", "C", "N", "C", "N", "C", "C", "H", "H", "H", "H", "H", "H", "H", "H", "H", "H", "H", "H", "N", "C", "O", "C", "I", "H", "H", "H", "H"],
  "coordinates": [[-0.1100, 0.2029, -0.8136], [-2.8751, -3.0531, 1.3097], [-4.0996, -2.6904, 1.8464], [-4.9683, -3.6713, 2.3190], [-6.2271, -3.3140, 2.7712], [-6.6412, -1.9809, 2.7540], [-5.7701, -0.9893, 2.3347], [-4.5009, -1.3366, 1.8933], [-3.3533, -0.0865, 1.4236], [-2.0763, -0.9097, 0.8185], [-1.9637, -2.2072, 0.7787], [-0.7747, -2.7510, 0.0956], [-0.5167, -4.1228, 0.0442], [0.5770, -4.6015, -0.6551], [1.3801, -3.6894, -1.3230], [1.0651, -2.3445, -1.2363], [0.0397, -1.8668, -0.5262], [-2.7159, -4.0537, 1.2737], [-4.6611, -4.7076, 2.3268], [-6.8977, -4.0750, 3.1376], [-7.6372, -1.7153, 3.0760], [-6.0676, 0.0480, 2.3479], [-1.1466, -4.8283, 0.5589], [0.7813, -5.6602, -0.6906], [2.2296, -4.0163, -1.8982], [1.6472, -1.6106, -1.7887], [0.3995, -0.5097, 2.7287], [-0.3467, 1.1964, 2.3553], [-0.6861, 2.0734, 3.3731], [-1.1969, 3.3158, 3.0192], [-1.3453, 3.6324, 1.6743], [-0.9552, 2.6903, 0.7358], [-0.4809, 1.4895, 1.0713], [-0.9036, 3.0042, -0.7694], [-1.3803, 4.0130, -1.2145], [-0.2588, 2.1019, -1.4157], [-0.5345, 1.7927, 4.4045], [-1.4542, 4.0334, 3.7855], [-1.7191, 4.5867, 1.3364], [2.4718, 2.0299, 0.6245], [2.3372, 0.8664, -0.2911], [2.8501, 1.3096, -1.6117], [4.2125, 1.7730, -1.5156], [4.3045, 2.9160, -0.6190], [3.8353, 2.4939, 0.6930], [4.6998, 1.4432, 1.2109], [4.6118, 0.3181, 0.2947], [3.2617, -0.1796, 0.2163], [5.0832, 0.7135, -1.0241], [2.1598, 1.7363, 1.6316], [1.8369, 2.8459, 0.2624], [2.2129, 2.1228, -1.9733], [2.7962, 0.4754, -2.3178], [3.6834, 3.7352, -0.9863], [5.3386, 3.2593, -0.5487], [4.3642, 1.1391, 2.2047], [5.7291, 1.8007, 1.2740], [2.9298, -0.5033, 1.2050], [3.2443, -1.0410, -0.4554], [5.0530, -0.1441, -1.7013], [6.1101, 1.0778, -0.9562], [0.3478, 0.9333, -5.1463], [-0.2538, 0.5329, -4.0370], [0.3684, 0.0139, -3.1050], [-1.7528, 0.7462, -4.0697], [-2.6799, -0.0017, -2.2999], [1.3481, 0.8435, -5.2489], [-0.1643, 1.3215, -5.9243], [-2.2079, 0.2236, -4.9135], [-1.9862, 1.8101, -4.1346]],
  "lowdin_spin": [2.49, 0.00, 0.00, 0.00, 0.00, 0.00, 0.00, 0.01, 0.02, 0.10, 0.00, 0.01, 0.00, 0.02, 0.00, 0.01, 0.00, 0.00, 0.00, 0.00, 0.00, 0.00, 0.00, 0.00, 0.00, 0.00, 0.01, 0.01, 0.00, 0.00, 0.00, 0.00, 0.04, 0.01, 0.02, 0.04, 0.00, 0.00, 0.00, 0.04, 0.10, 0.01, 0.08, 0.03, 0.47, 0.02, 0.24, 0.02, 0.03, 0.00, 0.01, 0.00, 0.01, 0.01, 0.00, 0.00, 0.00, 0.00, 0.01, 0.01, 0.00, 0.01, 0.01, 0.03, 0.01, 0.11, 0.00, 0.00, 0.00, 0.00],
  "total_energy_ev": -138503.7195,
  "gap_ev": [4.78, 2.18],
  "charge": 3,
  "multiplicity": 5,
  "lumo_ev": [-9.62, -12.15],
  "max_force_ha_per_bohr": 0.06118
}

---

Question: Number 3 is which compound?
Answer: C26H28BrIN9O3RuS